(1)
DFT (ωB97M-V with the def2-TZVPD basis set) results for 3 unconnected molecules or ions with the total composition H10N3 in a non-equilibrium geometry.

Each atom is followed by the atoms it is bonded to, with distances in Å.
Cartesian coordinates (Å):
1 N -1.7795 0.0149 -0.1352  H2 1.016, H3 1.033, H4 1.021, H5 1.024
2 H -2.0916 -0.5915 -0.8889  N1 1.016
3 H -1.2244 -0.6001 0.4812  N1 1.033
4 H -1.2366 0.7774 -0.5442  N1 1.021
5 H -2.5078 0.4905 0.4052  N1 1.024
6 N 0.7335 -1.4531 0.9387  H7 1.019, H8 1.021, H9 1.024
7 H 1.6000 -1.5814 0.4186  N6 1.019
8 H 0.3851 -2.3852 1.1678  N6 1.021
9 H 0.9965 -0.9820 1.8085  N6 1.024
10 N 1.0423 1.5267 -0.9451  H11 1.034, H12 1.031, H13 1.022
11 H 1.5358 2.0408 -1.6949  N10 1.034
12 H 1.6262 0.6767 -0.9262  N10 1.031
13 H 0.9205 2.0662 -0.0855  N10 1.022

Output
2S+1: 2
HOMO level (spin up / spin down) (eV): -20.2 / -19.3
Relative energy (zero: lowest compared OMol25 entry of this formula, charge and spin) (eV): 0.152
F_max (eV/A): 3.27
Total charge: +2
Orbital gap (spin up / spin down) (eV): 12.0 / 4.4
<S²>: 0.756

=====

(2)
DFT (ωB97M-V with the def2-TZVPD basis set) results for 3 unconnected molecules or ions with the total composition C21H42O13P2 in a non-equilibrium geometry.

Each atom is followed by the atoms it is bonded to, with distances in Å.
Cartesian coordinates (Å):
1 C -1.1891 1.2417 -3.1170  C2 1.365, H15 1.085, H16 1.089
2 C -1.5183 -0.0743 -3.2668  C1 1.365, C3 1.518, H17 1.089
3 C -1.5604 -1.0437 -2.0999  C2 1.518, C4 1.538, H18 1.089, H19 1.098
4 C -2.3069 -0.4757 -0.8814  C3 1.538, O5 1.436, H20 1.085, H21 1.088
5 O -1.4099 -0.1853 0.2015  C4 1.436, C6 1.335
6 C -1.0347 -1.2437 0.9241  O5 1.335, O7 1.195, C8 1.512
7 O -1.4777 -2.3473 0.8110  C6 1.195
8 C 0.0353 -0.8753 1.9276  C6 1.512, C9 1.510, H22 1.087, H23 1.093
9 C 1.4017 -1.0691 1.3158  C8 1.510, O10 1.194, O11 1.397
10 O 1.6109 -1.5081 0.2257  C9 1.194
11 O 2.4597 -0.7284 2.1625  C9 1.397, C12 1.404
12 C 2.5290 0.6534 2.4036  O11 1.404, C13 1.502, O14 1.190
13 C 3.2594 1.4485 1.3594  C12 1.502, H24 1.093, H25 1.086, H26 1.086
14 O 2.0500 1.1213 3.3880  C12 1.190
15 H -1.9044 2.0218 -3.3542  C1 1.085
16 H -0.2115 1.4852 -2.7044  C1 1.089
17 H -1.7186 -0.4828 -4.2564  C2 1.089
18 H -2.0869 -1.9372 -2.4308  C3 1.089
19 H -0.5498 -1.3159 -1.7691  C3 1.098
20 H -2.7683 0.4752 -1.1284  C4 1.085
21 H -3.0908 -1.1651 -0.5741  C4 1.088
22 H -0.0686 -1.4392 2.8512  C8 1.087
23 H -0.0803 0.1832 2.1733  C8 1.093
24 H 2.5413 1.7240 0.5824  C13 1.093
25 H 3.6024 2.3665 1.8265  C13 1.086
26 H 4.0709 0.8810 0.9132  C13 1.086
27 O 6.7942 -6.2343 2.0675  P28 1.466
28 P 7.1342 -4.8527 2.4205  O27 1.466, O29 1.595, O32 1.602, O35 1.584
29 O 6.6181 -3.8030 1.3361  P28 1.595, C30 1.434
30 C 5.4660 -4.0647 0.5241  O29 1.434, C31 1.513, H38 1.091, H39 1.090
31 C 4.2269 -3.4078 1.0933  C30 1.513, H40 1.093, H41 1.090, H42 1.089
32 O 8.7187 -4.6643 2.2792  P28 1.602, C33 1.429
33 C 9.5903 -5.7854 2.1235  O32 1.429, C34 1.514, H43 1.090, H44 1.091
34 C 9.9908 -5.9536 0.6736  C33 1.514, H45 1.090, H46 1.091, H47 1.091
35 O 7.0406 -4.0287 3.7706  P28 1.584, C36 1.442
36 C 5.7751 -3.8132 4.4266  O35 1.442, C37 1.515, H48 1.093, H49 1.089
37 C 4.9933 -5.0917 4.6471  C36 1.515, H50 1.092, H51 1.090, H52 1.090
38 H 5.3122 -5.1373 0.3993  C30 1.091
39 H 5.6863 -3.6523 -0.4609  C30 1.090
40 H 3.9518 -3.8618 2.0487  C31 1.093
41 H 3.3848 -3.5200 0.4111  C31 1.090
42 H 4.3955 -2.3456 1.2663  C31 1.089
43 H 9.1268 -6.6941 2.5064  C33 1.090
44 H 10.4693 -5.5804 2.7366  C33 1.091
45 H 9.1082 -6.0366 0.0388  C34 1.090
46 H 10.6038 -6.8463 0.5429  C34 1.091
47 H 10.5592 -5.0869 0.3332  C34 1.091
48 H 5.1945 -3.0842 3.8560  C36 1.093
49 H 6.0136 -3.3519 5.3833  C36 1.089
50 H 4.7192 -5.5613 3.6997  C37 1.092
51 H 4.0768 -4.8848 5.1997  C37 1.090
52 H 5.5880 -5.8123 5.2090  C37 1.090
53 O -7.4997 4.2434 -0.9906  P54 1.466
54 P -6.7240 4.3653 -2.2283  O53 1.466, O55 1.596, O58 1.601, O61 1.585
55 O -7.1695 5.6234 -3.1031  P54 1.596, C56 1.432
56 C -7.7399 6.7917 -2.5026  O55 1.432, C57 1.515, H64 1.091, H65 1.090
57 C -6.7029 7.8758 -2.2953  C56 1.515, H66 1.092, H67 1.090, H68 1.091
58 O -7.1320 3.1681 -3.2096  P54 1.601, C59 1.429
59 C -7.9036 2.0569 -2.7486  O58 1.429, C60 1.513, H69 1.090, H70 1.091
60 C -9.3538 2.2083 -3.1540  C59 1.513, H71 1.090, H72 1.091, H73 1.091
61 O -5.1760 4.2514 -2.5479  P54 1.585, C62 1.440
62 C -4.2179 5.1378 -1.9393  O61 1.440, C63 1.515, H74 1.092, H75 1.089
63 C -4.3404 5.1991 -0.4303  C62 1.515, H76 1.092, H77 1.090, H78 1.090
64 H -8.2307 6.5431 -1.5607  C56 1.091
65 H -8.5107 7.1423 -3.1893  C56 1.090
66 H -5.9615 7.5710 -1.5535  C57 1.092
67 H -7.1772 8.7912 -1.9405  C57 1.090
68 H -6.1773 8.0908 -3.2263  C57 1.091
69 H -7.8117 1.9414 -1.6690  C59 1.090
70 H -7.4727 1.1685 -3.2132  C59 1.091
71 H -9.7560 3.1559 -2.7947  C60 1.090
72 H -9.9554 1.3940 -2.7482  C60 1.091
73 H -9.4473 2.2033 -4.2407  C60 1.091
74 H -4.3046 6.1314 -2.3851  C62 1.092
75 H -3.2372 4.7509 -2.2116  C62 1.089
76 H -5.3052 5.6096 -0.1235  C63 1.092
77 H -3.5558 5.8288 -0.0110  C63 1.090
78 H -4.2591 4.2011 0.0014  C63 1.090

Output
2S+1: 1
SMILES: C=CCCOC(=O)CC(=O)OC(C)=O.CCOP(=O)(OCC)OCC.CCOP(=O)(OCC)OCC
HOMO level (eV): -8.3
F_max (eV/A): 3.71
Orbital gap (eV): 8.5

=====

(3)
DFT (ωB97M-V with the def2-TZVPD basis set) results for 2 unconnected molecules or ions with the total composition C9H14 in a non-equilibrium geometry.

Each atom is followed by the atoms it is bonded to, with distances in Å.
Cartesian coordinates (Å):
1 C 2.0121 -1.1620 -2.3416  C2 1.584, H3 1.209, H4 1.130, H5 1.135
2 C 1.7089 -1.5410 -3.8499  C1 1.584, H6 1.110, H7 1.105, H8 1.106
3 H 1.0321 -0.9963 -1.6537  C1 1.209
4 H 2.4034 -2.0730 -1.7989  C1 1.130
5 H 2.6727 -0.2666 -2.1151  C1 1.135
6 H 0.8024 -2.1753 -3.7660  C2 1.110
7 H 1.7234 -0.6826 -4.5450  C2 1.105
8 H 2.5545 -2.1712 -4.1849  C2 1.106
9 C -2.1651 0.0538 3.3195  C13 1.462, H20 1.124, H21 1.099, H23 1.111
10 C -0.2580 0.0570 0.0691  C11 1.388, C12 1.431, H16 1.071
11 C 0.1586 1.3803 0.0401  C10 1.388, C14 1.397, H17 1.191
12 C -1.1789 -0.2963 1.1055  C10 1.431, C13 1.347, H18 1.125
13 C -1.3397 0.4834 2.1921  C9 1.462, C12 1.347, C15 1.366
14 C -0.0043 2.2466 1.1243  C11 1.397, C15 1.424, H19 1.087
15 C -0.8537 1.7594 2.1585  C13 1.366, C14 1.424, H22 1.083
16 H -0.2853 -0.5485 -0.8136  C10 1.071
17 H 0.6091 1.7736 -0.9904  C11 1.191
18 H -1.5661 -1.3524 1.1263  C12 1.125
19 H 0.3722 3.2657 1.1730  C14 1.087
20 H -1.7724 -0.2868 4.3166  C9 1.124
21 H -2.7748 -0.7524 2.8893  C9 1.099
22 H -0.9724 2.4037 3.0204  C15 1.083
23 H -2.8786 0.8806 3.5245  C9 1.111

Output
2S+1: 1
SMILES: Cc1ccccc1.CC
HOMO level (eV): -9.1
Relative energy (zero: lowest compared OMol25 entry of this formula, charge and spin) (eV): 1.739
F_max (eV/A): 4.03
Orbital gap (eV): 10.1

=====

(4)
DFT (ωB97M-V with the def2-TZVPD basis set) results for 3 unconnected molecules or ions with the total composition C5H13N.

Each atom is followed by the atoms it is bonded to, with distances in Å.
Cartesian coordinates (Å):
1 C -0.2046 0.3926 -0.7891  C2 1.511, C3 1.511, H4 1.097
2 C 0.9693 1.2297 -1.2403  C1 1.511, H6 1.095, H7 1.094, H8 1.094
3 C -0.2127 -1.0100 -1.3497  C1 1.511, H9 1.095, H10 1.090, H11 1.093
4 H -1.1662 0.9005 -0.9295  C1 1.097
5 H -0.2442 1.0178 0.6033  C13 1.269
6 H 0.9850 2.2161 -0.7649  C2 1.095
7 H 0.9498 1.3888 -2.3225  C2 1.094
8 H 1.9091 0.7200 -1.0075  C2 1.094
9 H -0.1309 -0.9837 -2.4414  C3 1.095
10 H -1.1272 -1.5492 -1.1011  C3 1.090
11 H 0.6393 -1.5770 -0.9659  C3 1.093
12 C -1.1449 -0.7901 1.6342  C13 1.505, H17 1.090, H18 1.090, H19 1.090
13 C 0.0914 -0.0527 1.1960  H5 1.269, C12 1.505, N14 1.275
14 N 1.2713 -0.4314 1.4959  C13 1.275, H15 1.013
15 H 2.0373 0.1380 1.1578  N14 1.013
16 H -0.3009 1.3451 1.5752  no bonds
17 H -1.0847 -1.8168 1.2744  C12 1.090
18 H -2.0529 -0.3232 1.2522  C12 1.090
19 H -1.1834 -0.8146 2.7229  C12 1.090

Output
2S+1: 1
HOMO level (eV): -7.6
Relative energy (zero: lowest compared OMol25 entry of this formula, charge and spin) (eV): 5.276
F_max (eV/A): 0.59
Orbital gap (eV): 8.6